(1)
Molecular formula: C6H6Cl2
Method: DFT, ωB97M-V/def2-TZVPD

Results
Kohn-Sham gap in eV: 10.5
HOMO in eV: -10.0
Relative energy (zero: lowest compared OMol25 entry of this formula, charge and spin) in kcal/mol: 88.11

```
14
Properties=species:S:1:pos:R:3:forces:R:3
C -1.638703 -0.608281 0.362647 0.2967 -2.3302 -2.0000
C -2.376007 -1.686074 0.328234 0.6364 1.7907 0.7096
C -0.836076 0.554644 0.722545 0.1005 2.2248 1.5222
C 0.570132 0.501262 0.039655 1.1743 0.4442 1.7208
C -0.743948 -1.268704 -0.792318 -1.0586 -0.7629 -0.4421
C 0.663356 -0.914550 -0.469646 0.4290 1.2554 1.6218
Cl -1.256467 -0.580672 -2.378114 0.3839 -0.4055 0.3028
Cl 1.320286 -2.048116 0.761026 -0.1678 0.0943 -0.0119
H -1.271037 1.527686 0.452054 -0.3297 -0.4159 0.1678
H -0.871570 0.484880 1.824341 0.7748 0.5738 -0.2829
H 0.684993 1.162522 -0.816177 -0.6926 0.1290 -0.1545
H 1.468300 0.835854 0.682355 -1.5773 -0.8181 -0.5566
H -0.746695 -2.325948 -0.706031 -0.6083 -1.2041 -1.1843
H 1.341758 -0.927665 -1.266488 0.6384 -0.5754 -1.4128
```
Positions in Å, forces in eV/Å.

Atomic partial charges in e from the Löwdin method, atoms 1 to 8:
1. C -0.36
2. C 0.23
3. C -0.16
4. C -0.20
5. C -0.74
6. C -0.72
7. Cl 0.66
8. Cl 0.65

(2)
Molecular formula: C6H6Cl2O2
Method: DFT, ωB97M-V/def2-TZVPD

Results
Kohn-Sham gap (alpha / beta) in eV: 5.6 / 5.6
HOMO (alpha / beta) in eV: -7.3 / -7.3
Relative energy (zero: lowest compared OMol25 entry of this formula, charge and spin) in kcal/mol: 108.28

```
16
Properties=species:S:1:pos:R:3:forces:R:3
C 1.020400 -1.130779 -0.459802 0.8671 -0.2062 0.3809
C 0.866834 -0.123328 -1.198996 -2.8191 1.0660 -0.4792
C 0.018628 -1.780791 0.766643 -2.1434 -0.6203 -0.2269
C 0.472047 -2.816959 1.599021 1.0612 1.4828 -1.2132
C -1.210509 1.798622 -0.191128 -3.0301 2.8216 -3.6992
C -0.032088 2.059262 -1.076155 0.0835 0.8428 0.2768
O -1.136199 -1.386201 0.684419 0.6806 0.4795 0.0724
O 0.245299 0.800218 -1.844670 1.8694 -1.0900 1.3454
Cl 2.105751 -3.406721 1.553486 0.0436 0.0408 -0.0640
Cl -0.299671 -2.888390 3.120896 -0.2387 -0.3023 0.3882
H 1.943336 -1.646978 -0.442664 1.0352 -0.6055 0.1349
H -1.678360 2.898760 0.080691 1.0509 -3.0045 -0.4480
H -1.937397 1.194985 -0.896162 0.9018 1.2625 1.9001
H -0.914587 1.245674 0.609130 0.2773 -1.5168 2.5050
H 0.818107 2.400230 -0.454096 0.0371 -0.5009 -0.8305
H -0.281592 2.782395 -1.850612 0.3236 -0.1492 -0.0425
```
Positions in Å, forces in eV/Å.

Atomic partial charges in e from the Löwdin method, atoms 1 to 8:
1. C 0.07
2. C -0.02
3. C -0.52
4. C -1.13
5. C -0.07
6. C -0.18
7. O -0.02
8. O 0.04

(3)
Molecular formula: C6H6ClFNO15V
Method: DFT, ωB97M-V/def2-TZVPD

Results
Kohn-Sham gap (alpha / beta) in eV: 3.8 / 6.0
HOMO (alpha / beta) in eV: 0.3 / -2.6
⟨S²⟩: 6.3126
Spin multiplicity: 5
Charge: -2

```
31
Properties=species:S:1:pos:R:3:forces:R:3
V -1.013248 -1.176645 -0.150274 -0.5378 2.0230 -0.3479
C -0.488010 -3.858909 -0.422408 -2.8049 4.9896 5.3813
O 0.014757 -3.010544 0.388967 4.5191 1.2831 0.2848
O -0.852847 -4.871503 0.102367 0.6839 -7.0912 0.6568
O -1.360199 -3.299647 -1.070291 -2.4329 1.8584 -6.2419
C -2.837127 0.395898 -1.361765 -3.9401 -0.4110 2.3065
O -3.969839 0.809228 -1.422692 -3.4615 2.0534 -3.4824
O -2.330011 -0.583907 -1.882321 3.2897 -4.9704 -3.8838
O -2.307662 0.635035 -0.287692 5.8074 1.4389 6.6163
Cl -2.070212 -2.254240 3.258439 2.1065 -6.4529 -2.2823
O -0.834507 -2.680520 3.877268 -0.1326 1.2365 0.8111
O -3.011320 -1.764467 4.128422 -2.4105 1.9213 3.3836
O -1.843668 -1.348984 2.227139 1.3135 3.9574 -2.9967
O -2.574154 -3.428221 2.581258 -0.8403 -0.6800 0.3673
C 1.722299 1.388890 2.623069 -1.5010 -0.1535 -0.7045
N 1.472529 0.362305 1.607369 -2.3175 1.0576 2.6386
O 2.407214 -0.229039 1.172888 5.7615 -2.7890 -1.8801
O 0.383143 0.317603 0.936965 -3.0922 0.7581 -1.1300
H 2.296783 1.039966 3.481168 -0.0484 -0.4115 -0.2471
H 0.724323 1.708591 2.922968 0.2182 0.3357 0.2102
H 2.276732 2.186456 2.128505 0.1151 0.4331 -0.0067
C 0.885919 2.807851 -2.349181 1.2455 -0.6452 -0.8506
C 2.263408 2.284129 -2.913963 -3.3193 0.0516 1.3286
O 2.168749 0.916458 -2.726827 0.9065 -1.2502 -0.8901
C 1.009510 0.528115 -2.161314 -1.6435 -1.0069 0.5260
O 0.636755 -0.611509 -1.968606 1.0839 1.7249 -0.0520
O 0.256969 1.605852 -1.931712 -0.6535 0.7461 0.0780
F 3.205145 2.739873 -2.097239 1.8687 0.7552 -0.0794
H 0.409381 3.329204 -3.179363 -0.8266 -0.3539 0.1985
H 1.045486 3.519925 -1.539505 -0.0811 -0.3659 0.2047
H 2.313704 2.542758 -3.971637 1.1241 -0.0424 0.0834
```
Positions in Å, forces in eV/Å.

Atomic partial charges in e from the Löwdin method, atoms 1 to 8:
1. V 1.24
2. C -0.93
3. O -0.02
4. O 0.21
5. O 0.06
6. C -1.09
7. O 0.02
8. O -0.02

(4)
Molecular formula: C6H6ClINP
Method: DFT, ωB97M-V/def2-TZVPD

Results
Kohn-Sham gap (alpha / beta) in eV: 8.3 / 4.7
HOMO (alpha / beta) in eV: -9.6 / -8.1
Relative energy (zero: lowest compared OMol25 entry of this formula, charge and spin) in kcal/mol: 50.15

```
16
Properties=species:S:1:pos:R:3:forces:R:3
C -1.505449 1.448985 1.070242 0.3961 0.1687 -2.2476
C -0.102489 1.251863 0.985088 -0.1350 -0.4900 2.4405
C -2.375312 0.428584 0.641070 0.0401 -1.8614 0.7516
C 0.394313 -0.058803 0.892916 0.5978 1.7100 -0.5067
C -1.863234 -0.895489 0.456775 -1.4939 1.2275 -0.8422
C -0.528284 -0.999618 0.591602 1.6749 -3.8466 -0.1732
N 1.633739 -3.005796 -0.063700 -1.1756 -0.2933 -0.1774
P 0.234449 -2.739828 0.628580 0.4194 0.3807 -0.0152
Cl -0.996039 -3.865088 -0.483772 -0.6918 -0.4001 -0.3252
I 4.840044 1.519036 -0.935410 -0.0253 -0.0146 0.0109
H -1.816088 2.503677 1.123500 -0.2484 -0.7281 0.4142
H 0.518885 2.041891 1.423304 0.0027 -0.1112 -0.8176
H -3.461173 0.442732 0.598817 0.1326 0.9242 -0.0389
H 1.445013 -0.415559 0.905738 -0.5908 1.0004 0.2538
H -2.391471 -1.817160 0.066435 0.0478 1.6004 0.8163
H 2.429852 -2.505523 0.234001 1.0493 0.7333 0.4565
```
Positions in Å, forces in eV/Å.

Atomic partial charges in e from the Löwdin method, atoms 1 to 8:
1. C -0.08
2. C -0.07
3. C -0.06
4. C -0.13
5. C -0.13
6. C -0.45
7. N -0.26
8. P 0.46

| no. | largest force on an atom (eV/A) | E (eV) |
| --- | --- | --- |
| 1 | 3.09 | -31359.806 |
| 2 | 5.55 | -35452.962 |
| 3 | 8.92 | -79435.917 |
| 4 | 4.20 | -37718.970 |